Record 1
119
Properties=species:S:1:pos:R:3:forces:R:3 method="wB97M-V/def2-TZVPD" mol_weight_g_mol=1238.90 de_lowest_kcal_mol=44.61 total_charge=-1 homo_ev="-3.82 / -3.72" spin_multiplicity=1 orbital_gap_ev="5.824 / 4.828" lumo_ev="2.000 / 1.109"
Tl 12.0735 11.5298 13.1491 0.536 -0.260 0.676
Se 11.6839 6.5159 10.8474 -0.080 0.629 0.357
Cl 9.0258 12.5226 16.1159 -0.749 -0.767 0.281
P 12.7454 15.6589 10.6955 -0.682 0.209 1.851
P 9.9322 13.9493 15.0160 2.566 0.205 -0.610
Si 10.1073 13.2472 11.6393 0.176 -0.397 -0.147
N 14.9828 9.7757 12.3454 -2.060 0.946 -3.977
N 11.4347 9.3093 11.9499 0.136 -2.235 -0.650
N 14.4449 11.0836 12.1465 0.697 -1.574 -0.925
N 14.1651 10.7315 14.9138 -0.661 0.526 -0.031
N 13.9663 12.9939 16.7761 0.468 0.142 0.215
N 14.6671 14.0346 14.4849 0.339 0.030 1.086
C 10.5072 14.7007 17.5944 0.261 0.096 0.316
C 13.2714 11.7314 16.9699 0.459 0.564 1.211
C 10.2763 15.4071 18.7799 0.444 -0.298 -0.122
C 15.3862 16.2563 10.1099 0.637 0.731 -1.014
C 12.3293 9.2080 17.7508 0.243 -0.442 0.140
C 17.5875 8.3843 14.4835 -0.069 0.263 0.995
C 14.2227 13.8957 17.8779 -0.707 -0.020 -1.122
C 12.3146 20.1856 11.5252 0.794 0.604 -0.284
C 15.3603 14.9518 7.6361 0.621 0.975 0.979
C 10.2551 13.6397 7.5368 -0.415 -0.157 -0.694
C 17.0154 15.4105 13.9505 -0.165 1.705 1.084
C 10.0984 15.2207 16.3573 -0.450 0.709 0.226
C 7.7812 14.9195 11.6797 -0.468 1.482 -0.870
C 10.7367 13.8306 9.9361 -0.075 0.060 -1.500
C 16.0278 16.1228 14.5920 1.381 -0.705 -0.779
C 13.9010 13.8280 15.6313 -1.902 -0.105 0.893
C 11.5161 8.1878 11.5635 0.051 1.799 0.286
C 13.8646 15.3027 16.0737 0.006 -1.311 -1.830
C 12.1504 10.2805 18.6191 0.082 0.545 -0.524
C 10.2520 13.1061 8.7961 -0.481 -0.372 2.237
C 15.7352 13.3530 13.9829 1.194 0.147 -0.924
C 10.6870 14.9172 7.3108 0.213 1.160 -0.077
C 8.8488 14.4507 12.4132 -0.406 -0.876 2.083
C 16.5606 16.2459 9.2831 -1.740 0.039 1.405
C 14.2690 15.1967 17.5070 -0.034 -0.505 -0.341
C 15.3128 10.0351 14.7684 0.025 -0.320 -1.751
C 9.7759 16.5964 16.3205 -0.553 -0.591 0.387
C 9.7030 17.3455 17.5078 0.473 -0.833 -0.448
C 6.5563 15.6152 13.6249 0.317 0.414 1.257
C 11.8378 17.8787 12.0475 0.115 0.611 -0.674
C 16.3683 10.0560 15.7173 -0.756 -0.004 -0.055
C 6.7487 15.7131 12.2726 0.418 -1.636 -0.721
C 15.5945 9.3541 13.5081 1.168 0.829 2.672
C 14.6730 15.4970 14.7414 0.138 1.091 -0.952
C 13.0245 18.4368 9.9833 -0.327 0.063 0.440
C 11.1970 15.6525 8.3864 0.221 -1.014 -0.998
C 14.2175 11.1719 10.8159 0.593 -0.882 0.802
C 16.6614 8.4480 13.4571 -0.108 0.527 0.143
C 14.5729 9.9894 10.1495 -0.216 0.014 -0.076
C 17.4700 9.2633 15.5779 -0.332 -0.667 -0.840
C 18.7566 7.4568 14.4936 0.141 -0.261 0.126
C 14.2472 14.9263 8.4402 -0.873 -0.865 0.187
C 12.5735 11.5714 18.1934 0.047 -1.487 -0.096
C 16.5182 15.6449 8.0621 -0.549 -1.140 -0.688
C 9.9086 16.7472 18.7547 -0.385 0.262 -0.720
C 8.6642 14.4814 13.8635 -0.111 1.278 -0.530
C 12.9204 19.7704 10.3504 0.539 0.854 -1.331
C 11.7585 19.2421 12.3440 -0.551 -0.659 0.594
C 12.5238 17.4780 10.8857 -0.397 -0.406 -0.134
C 11.4059 15.0615 9.6210 -0.713 -0.476 0.249
C 16.8695 14.0199 13.6548 0.062 -1.138 -0.217
C 13.0162 9.3670 16.5643 -0.351 0.184 -1.085
C 14.2117 15.6429 9.6750 0.741 -0.773 -1.484
C 15.0264 9.1232 11.1067 0.434 0.547 1.648
C 13.5114 10.6300 16.1251 -0.004 -0.464 0.591
C 8.9638 11.7562 11.3375 0.496 0.110 -0.082
C 7.5417 15.0472 14.4510 -0.454 -0.427 -0.670
C 11.5691 9.9627 19.9789 0.971 0.181 -0.594
H 10.3833 14.8416 19.7054 0.276 0.410 -0.038
H 10.7889 9.2131 19.9101 0.013 -0.225 0.059
H 9.7736 13.1440 6.7136 0.155 -0.601 -0.182
H 9.5728 10.8734 11.0509 -0.644 0.313 0.119
H 17.3941 15.5634 7.4489 0.365 0.251 -0.239
H 9.4390 17.0778 15.4038 0.190 -0.195 0.015
H 12.3920 9.6305 20.6410 -0.578 0.049 -0.099
H 9.7452 17.3614 19.6375 0.097 -0.390 0.036
H 16.2586 10.7544 16.5357 -0.027 -0.082 0.186
H 12.4486 12.4243 18.8588 -0.070 -0.193 -0.106
H 15.3878 16.9177 10.9866 0.012 -0.661 -0.095
H 7.4210 14.9897 15.5467 -0.062 0.120 -0.719
H 18.9080 6.9588 15.4773 -0.204 0.183 -0.692
H 16.2049 17.1517 14.9202 -0.221 -0.348 -0.160
H 18.0015 15.8723 13.7036 -0.935 -0.213 0.447
H 18.2439 9.2472 16.3178 0.348 0.143 0.372
H 12.9044 15.7569 15.8542 -0.426 0.470 0.760
H 5.6721 15.9839 14.1254 -0.113 0.410 -0.226
H 11.1432 10.8585 20.3508 -0.502 0.843 0.845
H 13.4725 18.1976 9.0014 -0.166 -0.159 0.865
H 6.0504 16.2430 11.6385 -0.147 -0.178 -0.007
H 14.1990 13.4808 18.8762 0.432 0.078 -0.073
H 14.4492 9.7949 9.0977 0.068 -0.085 0.024
H 16.7690 7.8246 12.5822 0.258 -0.017 -0.108
H 11.3130 17.1561 12.6798 0.496 0.083 -0.133
H 15.4737 8.1283 11.0163 -0.523 0.548 0.061
H 11.9547 8.2098 18.0605 0.308 0.693 -0.323
H 13.3254 20.5278 9.6461 -0.269 -0.490 0.610
H 11.5587 16.6328 8.2035 0.497 0.771 -0.094
H 13.0918 8.5319 15.8385 0.173 0.542 0.631
H 10.6823 15.3033 6.2779 -0.161 0.085 0.740
H 19.6695 7.9931 14.2582 0.333 0.154 0.038
H 13.8312 12.0569 10.3163 -0.036 0.026 0.604
H 11.2475 19.5709 13.2333 -0.105 -0.061 0.279
H 11.0588 13.7492 17.6563 -0.867 0.202 -0.097
H 14.3985 16.0739 18.1123 0.098 -0.126 0.492
H 9.7836 12.1204 8.9792 0.312 0.703 -0.254
H 8.3890 11.5629 12.2475 0.305 -0.175 0.082
H 12.3755 21.2430 11.8140 -0.327 -0.483 -0.169
H 17.7378 13.4326 13.3218 -0.606 0.393 -0.161
H 13.4055 14.2442 8.1033 0.873 1.247 0.595
H 13.9715 15.9689 13.9962 0.462 -0.149 0.566
H 18.6284 6.7334 13.7047 0.079 -0.614 -0.120
H 15.6404 12.3153 13.7195 -0.298 -0.171 0.575
H 9.4570 18.3845 17.4149 -0.133 0.398 0.155
H 15.3377 14.4701 6.6886 0.104 -0.441 -0.564
H 17.4503 16.7069 9.6622 0.328 0.222 0.027
H 8.2100 12.0277 10.5876 0.210 -0.183 -0.125
H 7.7326 14.7351 10.5839 0.250 0.444 0.750

Record 2
119
Properties=species:S:1:pos:R:3:forces:R:3 method="wB97M-V/def2-TZVPD" mol_weight_g_mol=1092.03 total_charge=-1 homo_ev="-4.71 / -4.75" spin_multiplicity=1 orbital_gap_ev="6.872 / 6.884" lumo_ev="2.157 / 2.137"
Se 2.3944 -5.0857 2.0555 0.050 0.481 0.325
V 1.2428 -3.1967 1.9766 0.627 -0.604 -0.060
S 1.6404 -2.4409 -0.1243 0.210 -0.117 0.613
S 2.0403 0.8216 -1.2433 0.939 0.579 1.185
P -0.5357 -0.8853 -1.5395 0.301 -0.461 0.293
P 0.9502 2.1574 1.1529 0.829 2.103 0.516
O 4.5798 -0.9576 2.2205 2.452 1.758 -0.130
O 3.2907 1.6141 -0.8746 -1.191 -0.740 -0.745
O 2.8749 -1.9206 2.6891 -2.306 -1.652 -0.802
N -0.6533 -5.6535 2.3581 0.831 -0.154 0.253
N 3.9466 -1.9184 1.9602 -0.874 -0.613 -0.071
N -0.6392 -4.3232 2.4874 1.765 -0.537 -1.044
C 0.1361 5.9749 -0.5994 -0.098 -2.788 -0.680
C 0.7284 0.8435 5.8685 -0.375 -0.080 -1.538
C 3.4522 -1.1837 -5.1173 -0.370 -1.037 0.914
C 0.0974 4.2052 -2.2796 -0.013 1.126 0.518
C -1.6228 -0.2277 5.6964 0.817 -0.566 0.634
C 0.7031 3.6130 0.0053 -0.108 0.365 -0.138
C 1.6674 -1.1962 -3.2993 -0.044 0.361 0.426
C -2.4198 -0.6355 -3.6133 -1.662 0.079 -1.807
C -0.9171 -3.5207 -0.4641 -0.069 -0.110 0.366
C 0.5364 -2.1463 3.6193 0.075 -0.082 -0.785
C -0.0565 -0.4761 5.6671 -0.596 -0.946 0.235
C 0.3665 -1.4935 6.8127 0.189 1.324 -1.358
C 0.5106 -3.7190 -0.1665 0.667 -0.452 0.313
C 2.4041 -0.0797 -2.7546 -0.067 0.326 0.229
C 0.9549 2.0502 -2.0216 0.200 -1.306 -1.629
C 3.7804 -2.1192 -6.2696 -0.514 -0.136 -0.424
C 3.0749 3.3369 5.0070 -0.258 0.578 0.548
C 2.3692 -1.7977 -4.3569 -0.409 1.318 -0.631
C -2.2851 0.0108 1.8369 -1.471 0.553 -0.419
C -3.1315 -4.5041 -0.2999 0.565 1.154 -0.103
C -0.0412 -2.9350 -3.4994 0.420 0.392 0.903
C 3.7256 2.7342 3.9520 -0.624 0.507 0.079
C -0.0641 5.5663 -1.9218 -0.177 0.463 1.623
C -0.7583 1.8457 1.5784 -0.547 -0.306 0.511
C 1.8939 -2.9529 -4.9267 0.857 -1.506 -1.319
C 0.5618 1.8406 -3.3437 0.531 0.485 0.351
C 4.0036 -0.0377 -4.6369 -1.172 -0.802 0.325
C 3.0103 2.5886 2.7847 0.267 -0.042 -0.389
C -0.9981 0.4602 1.6437 -0.520 0.324 0.403
C 1.7681 3.8501 4.9147 1.082 -0.670 -1.638
C 0.6423 3.2548 -1.3903 -0.829 1.051 0.307
C -3.8107 1.3979 -3.9532 -0.321 -0.850 -0.070
C -1.8000 -0.0627 -2.5492 -0.562 2.212 0.652
C 0.4227 4.9296 0.3843 0.441 -0.081 -1.106
C -0.8261 5.3071 -4.2057 -0.738 -0.486 0.429
C -3.1797 1.9682 -2.8433 -0.186 0.467 0.173
C -3.6989 -3.2767 -0.6138 -1.433 -0.543 -0.610
C -1.5138 -2.3433 -0.9170 0.232 1.360 -0.798
C -1.7617 -4.6038 -0.2510 0.282 -0.921 0.138
C 0.7437 -3.5701 -4.4694 0.728 -0.236 -0.660
C -1.7899 2.7853 1.7565 -0.588 -0.838 -0.835
C -2.4977 -5.1321 3.3778 0.126 -2.075 0.835
C -3.1150 2.3323 1.8517 0.772 -0.614 0.156
C 1.6894 3.0003 2.6657 -0.848 -0.412 -0.038
C 0.3824 -1.7114 -2.9039 0.646 -1.325 -0.534
C -1.6974 -6.2214 2.9893 0.242 0.671 -1.116
C -3.4580 0.0845 -4.3133 0.916 0.130 0.531
C 0.2618 -1.3163 4.4615 -0.150 1.177 0.600
C -3.3261 0.9506 1.8854 -0.603 0.018 0.232
C 1.0516 3.6871 3.7388 1.406 -1.050 -0.809
C -0.1055 2.7797 -4.1481 -0.261 -0.790 -0.577
C -0.5461 6.3690 -3.1166 -0.853 0.128 0.729
C -2.8934 -2.2227 -1.0357 -0.977 -0.365 0.711
C 3.4794 0.4365 -3.3811 2.073 0.355 -1.110
C -1.7336 -4.0132 3.0980 -1.090 2.829 1.097
C -0.3205 3.9921 -3.6050 0.472 1.294 -0.206
C 2.9565 -3.4015 -6.0028 -1.499 1.504 1.430
C -2.1890 1.2731 -2.1677 0.699 -1.003 0.283
H 3.5599 -4.1333 -5.5668 1.134 -1.198 0.962
H -2.1767 -1.1557 5.4573 0.333 0.430 0.050
H 0.9069 -4.7478 -0.4084 -0.498 1.174 0.276
H 0.5985 1.2120 6.8721 -0.117 0.133 0.472
H -4.8186 -3.2890 -0.6693 1.122 0.591 0.017
H 2.5301 -3.8876 -6.8399 -0.581 -0.085 -1.159
H -2.1261 -1.6672 -3.8956 -0.503 0.843 -0.052
H 4.7437 2.3928 4.0041 0.159 -0.124 0.192
H 0.4860 1.6559 5.1550 -0.502 -0.625 0.393
H 0.1371 -1.1566 7.7952 -0.409 0.492 0.895
H 0.1719 7.1281 -3.3727 0.597 0.108 -0.457
H 0.2252 -6.0498 1.9907 -0.399 0.086 0.323
H -4.6343 1.9496 -4.4798 0.974 -0.681 0.483
H -1.6101 1.7139 -1.3321 -0.744 -0.127 -0.445
H 3.4655 -1.7353 -7.2446 0.051 0.367 0.127
H -3.3724 -1.3169 -1.4288 0.350 -0.504 0.379
H -0.0503 6.9731 -0.3109 -0.036 0.949 0.407
H 3.6074 3.4476 5.9305 0.140 0.095 0.485
H 0.5198 -4.5686 -4.8649 -0.313 0.460 0.218
H 1.7781 0.7220 5.6584 0.553 -0.455 0.236
H -1.6615 -7.3169 2.9928 -0.765 0.629 0.295
H 4.7631 0.4958 -5.1680 0.469 0.231 -0.025
H -1.9244 0.0908 6.6985 0.075 -0.082 0.128
H 4.8351 -2.3526 -6.3588 0.248 0.116 0.115
H -0.2119 -0.2775 1.5794 0.342 0.208 -0.181
H 4.1045 1.2257 -2.9327 -0.918 -0.220 0.154
H 3.5076 2.1271 1.9425 -0.163 -0.271 -0.151
H 1.3220 4.3805 5.6971 -0.467 0.561 1.316
H -0.4037 2.4977 -5.1696 0.202 0.223 0.516
H -3.9726 -0.3686 -5.1467 0.040 -0.207 -0.106
H 0.8918 0.9705 -3.8650 -0.151 -0.448 -0.015
H -1.8281 -2.9336 3.4188 -0.267 -1.507 -0.544
H -2.5824 -1.0344 1.7931 0.426 0.024 0.223
H -0.1372 -2.4027 6.5900 -0.235 -0.960 0.098
H -3.7530 -5.3263 -0.0760 -0.533 -0.883 0.216
H -1.4512 6.9675 -2.8669 0.372 -0.541 -0.088
H -3.3894 -5.2275 3.9607 -0.299 0.239 0.046
H -3.5156 2.9684 -2.5198 0.481 -0.534 -0.066
H -3.9784 2.9979 1.8706 0.360 -0.008 0.063
H -0.9042 -3.5199 -3.1114 0.505 0.895 -0.288
H -1.9467 0.5685 5.0415 0.137 0.104 -0.537
H -1.3014 -5.5605 -0.0022 -0.143 0.218 -0.064
H -0.4051 5.5462 -5.1759 0.241 -0.067 -0.092
H -1.9174 5.2139 -4.3553 0.343 0.085 -0.022
H -1.6096 3.8387 1.6087 0.203 0.142 0.177
H -4.3711 0.6198 1.9570 0.489 -0.093 -0.057
H 1.4460 -1.6120 6.7374 -0.006 -0.263 -0.019
H 0.0342 4.0034 3.6781 -0.578 0.142 -0.128
H 0.4698 5.1537 1.4557 -0.021 0.160 -0.452

Calculated values (eV/Å) of max |F| for the records, taken in order: 4.6 3.2.
Calculated values (eV) of energy for the records, taken in order: -178894.0004 -202831.4846.